#one
C4H10NO as an isolated structure, computed with the ωB97M-V functional and the def2-TZVPD basis.

- 2S+1 = 1
- HOMO level (eV) = -2.20
- net charge = -1
- M (g mol⁻¹) = 88.1
- frontier orbital gap (eV) = 4.92

Each line ends with the Löwdin charge.
Element x y z (Å)
C1 1.794 -0.564 -0.368  -0.555
O1 3.118 -0.687 -0.217  -0.315
C2 1.390 0.977 -0.467  -0.035
C3 -0.888 0.624 0.779  -0.096
C4 -1.813 -0.548 0.529  -0.412
N1 -1.905 -1.548 -0.594  -0.105
H1 1.468 -0.972 -1.354  0.085
H2 1.240 -0.873 0.546  0.076
H3 -0.312 0.449 1.709  0.060
H4 1.958 1.674 0.159  0.064
H5 0.191 0.763 -0.052  0.012
H6 -1.233 1.649 0.936  0.058
H7 -2.615 -0.240 -0.176  0.072
H8 -2.127 -0.988 1.485  0.082
H9 -1.611 -1.004 -1.413  -0.037
H10 1.348 1.286 -1.501  0.046

***

#two
C4H10NO as an isolated structure, computed with the ωB97M-V functional and the def2-TZVPD basis.

- 2S+1 = 1
- HOMO level (eV) = -1.68
- net charge = -1
- M (g mol⁻¹) = 88.1
- frontier orbital gap (eV) = 4.49

Each line ends with the Löwdin charge.
Element x y z (Å)
C1 -0.782 0.805 3.431  -0.609
O1 -1.748 1.233 4.326  -0.450
C2 -1.112 1.219 1.966  -0.176
C3 -0.125 -0.989 -2.793  0.040
C4 1.112 -1.592 -2.721  -0.225
N1 2.391 -0.729 -2.572  -0.009
H1 0.267 1.067 3.631  0.054
H2 -1.020 -0.348 3.527  0.074
H3 -0.898 -1.374 -3.405  0.046
H4 -0.397 0.802 1.225  0.033
H5 -0.907 2.241 2.075  0.014
H6 -0.115 -0.003 -2.519  0.028
H7 1.484 -2.531 -2.659  0.057
H8 1.531 -0.640 -1.900  0.045
H9 2.497 -0.120 -3.336  0.015
H10 -2.178 0.961 1.723  0.064

***

Short version: #two is the most stable of them.

***

#one
The molecule C4H7ClN2S, computed with the ωB97M-V functional and the def2-TZVPD basis.

- 2S+1 = 1
- HOMO level (eV) = -8.07
- M (g mol⁻¹) = 150.6
- frontier orbital gap (eV) = 8.93
- SMILES = CS/N=C\N/C=C\Cl

Each line ends with the Löwdin charge.
Element x y z (Å)
C1 -3.338 -1.147 -0.012  -0.430
C2 -0.152 1.136 0.027  -0.262
C3 2.248 0.750 -0.216  -0.264
C4 3.397 0.181 0.144  -0.590
H1 -3.784 -0.994 0.949  -0.012
H2 -3.542 -2.230 -0.637  0.107
H3 -3.664 -0.117 -0.648  0.089
H4 0.096 2.164 0.127  0.098
H5 0.671 -0.806 -0.390  0.083
H6 2.279 1.829 0.048  0.115
H7 4.250 0.846 0.377  0.080
N1 -1.335 0.643 0.466  -0.316
N2 0.920 0.275 -0.376  -0.044
S1 -1.519 -0.995 0.035  0.739
Cl1 3.474 -1.535 0.105  0.605

***

#two
C4H7ClN2S as an isolated structure, computed with the ωB97M-V functional and the def2-TZVPD basis.

- 2S+1 = 1
- HOMO level (eV) = -8.44
- M (g mol⁻¹) = 150.6
- frontier orbital gap (eV) = 8.78

Each line ends with the Löwdin charge.
Element x y z (Å)
C1 0.951 0.680 2.308  -0.042
C2 0.033 0.482 1.114  -0.564
C3 -1.710 -0.841 0.076  -0.317
C4 -1.326 -1.674 -0.861  -0.569
H1 0.658 -0.233 3.098  0.133
H2 1.955 0.410 2.270  0.037
H3 0.638 1.633 2.859  0.104
H4 -1.579 -0.242 2.175  0.227
H5 -2.893 -0.204 0.060  0.199
H6 -2.146 -1.646 -1.830  0.137
H7 0.469 2.401 -1.847  -0.168
N1 -0.855 -0.600 1.242  -0.054
N2 -0.211 1.151 0.006  -0.326
S1 0.998 2.265 -0.619  0.668
Cl1 0.395 -2.006 -1.261  0.535

***

Short version: #one is the most stable of them.

***

#one
A 2-piece molecular cluster, C19H21NO3 overall, computed with the ωB97M-V functional and the def2-TZVPD basis.

- 2S+1 = 1
- HOMO level (eV) = -7.43
- M (g mol⁻¹) = 311.4
- frontier orbital gap (eV) = 5.56

Each line ends with the Löwdin charge.
Element x y z (Å)
C1 -3.195 -1.073 -0.996  -0.022
C2 -2.312 -1.495 0.160  -0.578
N1 -2.828 -1.188 1.374  0.104
C3 -2.004 -0.799 2.378  -0.545
C4 -2.111 0.656 2.794  -0.020
O1 -1.255 -1.553 3.024  0.015
O2 -1.278 -2.164 -0.050  -0.013
H1 -3.662 -0.100 -0.803  0.070
H2 -2.601 -1.009 -1.911  0.075
H3 -3.983 -1.821 -1.180  0.067
H4 -2.710 1.231 2.078  0.069
H5 -2.548 0.728 3.799  0.077
H6 -1.115 1.102 2.867  0.077
C5 -6.295 -2.589 7.606  -0.059
O3 -4.984 -3.070 7.280  -0.074
C6 -4.662 -3.271 5.977  -0.238
C7 -3.348 -3.758 5.735  0.014
C8 -2.886 -3.902 4.459  0.002
C9 -3.709 -3.581 3.343  -0.209
C10 -3.211 -3.767 2.031  0.086
C11 -3.959 -4.282 0.948  -0.181
C12 -3.271 -4.561 -0.262  -0.001
C13 -3.950 -4.909 -1.406  -0.026
C14 -5.352 -4.966 -1.423  -0.255
C15 -6.064 -5.178 -2.724  -0.045
C16 -6.039 -4.843 -0.211  -0.024
C17 -5.360 -4.567 0.966  0.007
C18 -5.015 -3.082 3.593  -0.010
C19 -5.501 -2.947 4.880  0.002
H7 -6.283 -2.500 8.689  0.093
H8 -6.486 -1.613 7.150  0.096
H9 -7.061 -3.308 7.299  0.097
H10 -2.713 -3.977 6.591  0.126
H11 -1.889 -4.308 4.259  0.136
H12 -2.136 -3.678 1.900  0.127
H13 -2.184 -4.486 -0.266  0.124
H14 -3.401 -5.105 -2.325  0.125
H15 -7.122 -4.896 -2.663  0.082
H16 -5.599 -4.569 -3.510  0.088
H17 -5.997 -6.229 -3.040  0.094
H18 -7.124 -4.960 -0.199  0.119
H19 -5.903 -4.596 1.903  0.105
H20 -5.644 -2.824 2.740  0.117
H21 -6.503 -2.552 5.052  0.108

***

#two
The molecule C19H21NO3, computed with the ωB97M-V functional and the def2-TZVPD basis.

- 2S+1 = 1
- HOMO level (eV) = -8.15
- M (g mol⁻¹) = 311.4
- frontier orbital gap (eV) = 8.59
- SMILES = COc1ccc(/C=C/C(=O)NCCOc2ccc(C)cc2)cc1

Each line ends with the Löwdin charge.
Element x y z (Å)
C1 7.004 0.819 -0.373  -0.088
H1 7.954 1.063 0.100  0.093
O1 6.151 0.419 0.673  -0.080
C2 4.877 0.056 0.374  -0.275
C3 4.327 0.037 -0.905  -0.013
C4 3.015 -0.351 -1.091  -0.018
C5 2.209 -0.733 -0.020  -0.227
C6 2.776 -0.714 1.260  -0.030
C7 4.080 -0.326 1.457  0.000
H2 4.516 -0.309 2.444  0.118
H3 2.176 -1.005 2.110  0.113
C8 0.827 -1.150 -0.171  -0.048
C9 0.097 -1.117 -1.290  0.014
C10 -1.338 -1.465 -1.351  -0.502
O2 -2.112 -0.890 -2.094  0.061
N1 -1.727 -2.495 -0.549  0.069
H4 -1.052 -2.887 0.089  0.132
C11 -3.116 -2.710 -0.238  -0.146
C12 -3.395 -2.357 1.238  -0.176
O3 -2.644 -1.248 1.672  -0.063
C13 -2.848 -0.025 1.077  -0.276
C14 -3.987 0.341 0.375  -0.018
C15 -4.077 1.607 -0.176  -0.035
C16 -3.052 2.531 -0.043  -0.285
C17 -1.924 2.159 0.679  -0.037
C18 -1.820 0.901 1.233  -0.009
H5 -0.942 0.614 1.792  0.113
H6 -1.112 2.860 0.801  0.113
C19 -3.145 3.883 -0.682  -0.056
H7 -2.600 4.625 -0.102  0.074
H8 -4.182 4.199 -0.775  0.074
H9 -2.711 3.850 -1.681  0.083
H10 -4.966 1.873 -0.729  0.114
H11 -4.810 -0.345 0.249  0.110
H12 -3.058 -3.172 1.886  0.125
H13 -4.470 -2.212 1.398  0.120
H14 -3.677 -2.061 -0.915  0.111
H15 -3.399 -3.752 -0.420  0.122
H16 0.486 -0.706 -2.210  0.111
H17 0.366 -1.488 0.751  0.107
H18 2.615 -0.360 -2.093  0.109
H19 4.914 0.323 -1.764  0.104
H20 6.619 1.705 -0.889  0.096
H21 7.157 0.013 -1.097  0.096

***

Short version: #two is the most stable of them.

***

#one
C10H9NO as an isolated structure, computed with the ωB97M-V functional and the def2-TZVPD basis.

- 2S+1 = 1
- HOMO level (eV) = -8.55
- M (g mol⁻¹) = 159.2
- frontier orbital gap (eV) = 7.64

Each line ends with the Löwdin charge.
Element x y z (Å)
C1 1.834 1.972 0.207  -0.064
C2 2.303 -0.514 -0.079  -0.289
C3 1.776 -1.823 -0.046  0.026
C4 0.400 -1.956 0.398  0.038
C5 -0.579 -0.941 0.033  -0.162
C6 -1.936 -1.468 -0.086  0.038
C7 -2.902 -0.397 -0.181  -0.062
C8 -2.469 0.930 -0.155  -0.050
C9 -1.086 1.329 -0.138  -0.069
C10 -0.175 0.395 -0.059  -0.204
H1 2.895 1.797 1.054  0.195
H2 1.840 2.357 -0.884  0.101
H3 0.621 2.409 0.764  0.143
H4 2.451 -2.623 -0.192  0.099
H5 0.052 -2.907 0.218  0.068
H6 -2.083 -2.561 0.015  0.119
H7 -3.865 -0.580 -0.327  0.046
H8 -3.044 1.838 -0.392  0.111
H9 -0.894 2.367 0.235  0.105
N1 1.278 0.620 0.115  -0.100
O1 3.579 -0.244 -0.502  -0.088

***

#two
The molecule C10H9NO, computed with the ωB97M-V functional and the def2-TZVPD basis.

- 2S+1 = 1
- HOMO level (eV) = -8.61
- M (g mol⁻¹) = 159.2
- frontier orbital gap (eV) = 8.90
- SMILES = O[C@H]1[C@H]2N=Cc3ccccc3[C@@H]12

Each line ends with the Löwdin charge.
Element x y z (Å)
C1 -2.764 0.468 -0.564  -0.115
C2 -2.712 -0.853 -0.113  -0.072
C3 -1.724 1.298 -0.625  -0.036
C4 -1.502 -1.383 0.237  -0.049
C5 1.128 -1.026 0.430  -0.052
C6 2.140 0.124 0.925  -0.227
C7 0.601 1.711 0.150  -0.095
C8 2.505 -0.736 -0.227  -0.319
C9 -0.500 0.756 -0.153  -0.145
C10 -0.344 -0.617 0.120  -0.115
N1 1.690 1.438 0.779  0.074
O1 2.511 -0.264 -1.476  0.065
H1 -3.719 0.812 -0.787  0.085
H2 -3.687 -1.299 0.162  0.120
H3 -1.879 2.327 -0.914  0.118
H4 -1.350 -2.391 0.686  0.126
H5 1.180 -2.050 1.043  0.159
H6 2.759 -0.027 1.877  0.154
H7 0.589 2.780 -0.110  0.122
H8 3.207 -1.474 0.071  0.140
H9 1.871 0.407 -1.511  0.061

***

Short version: #two is the most stable of them.